The following is a DFT calculation (ωB97M-V/def2-TZVPD) of C27H34NO7Tm as an isolated structure at a distorted geometry.

As for the net charge: -2. For the LUMO energy (spin up / spin down), the calculation gives 4.161 / 4.161 eV. The multiplicity is 3. As for the largest force on an atom: 2.638 eV/A. The value obtained for the HOMO energy (spin up / spin down) is 2.05 / 2.05 eV.

Structure (XYZ):
```
70
C27H34NO7Tm | OMol25 | ωB97M-V/def2-TZVPD
C -3.78712 -0.78487 -0.04538
C -2.62860 -0.17144 -0.86270
C -3.14051 -1.69958 1.00092
C -1.64255 -1.93050 0.59290
H -3.67407 -2.65195 1.00626
H -3.24661 -1.25552 1.99777
C -1.55928 -1.24983 -0.88139
H -2.26117 0.71822 -0.32853
H -3.00406 0.13742 -1.85183
C -0.28258 -0.91144 -1.70890
H -1.99161 -2.06729 -1.48550
H -1.48800 -3.01331 0.41073
C -0.77092 -1.61273 1.73486
C -4.69474 0.30183 0.52172
C -4.80378 -1.56324 -0.88830
O -5.34990 -2.59706 -0.53952
O -4.27820 1.38436 0.91433
O -6.00072 -0.01840 0.50794
O -5.07732 -0.98783 -2.06986
C -6.10030 -1.69360 -2.78087
H -6.24548 -1.13369 -3.70136
H -7.02176 -1.72832 -2.19124
H -5.77671 -2.71818 -2.98420
C -6.85679 1.00396 1.02826
H -6.54448 1.29249 2.03920
H -7.85859 0.57426 1.04238
H -6.83321 1.89276 0.38468
O 0.61161 0.09439 -1.34625
H -0.61452 -0.61479 -2.72108
H 0.29868 -1.84069 -1.84349
C 0.43013 -2.43584 1.95962
C -0.91729 -0.33700 2.45287
H -1.46329 -0.46299 3.40728
H -1.45003 0.41249 1.84659
H 0.07280 0.07499 2.71113
H 1.27412 -1.81286 2.29135
H 0.74069 -2.92856 1.02346
H 0.25946 -3.21799 2.72143
Tm 2.17759 0.84235 -0.42690
C 4.78065 -0.32977 -1.67549
C 3.95549 -1.41224 -2.08479
C 2.90005 -0.87890 -2.87937
H 4.14349 -2.46905 -1.89137
C 3.05931 0.54557 -2.95040
C 4.22421 0.88593 -2.18649
H 4.66251 1.87747 -2.09204
H 5.71993 -0.42536 -1.13584
H 2.14930 -1.46792 -3.40130
H 2.47407 1.23082 -3.56533
C 1.98947 3.03955 1.07840
C 2.73409 3.32964 -0.10248
C 1.86492 3.17593 -1.22880
H 3.76057 3.69078 -0.13066
C 0.58274 2.77231 -0.73308
C 0.66373 2.67351 0.69400
H -0.17135 2.48792 1.37168
H 2.33248 3.17754 2.10330
H 2.11803 3.39521 -2.26565
H -0.33290 2.67030 -1.31502
O 2.78602 -0.21296 1.49727
C 3.96185 0.28560 1.62441
C 5.00417 -0.03882 2.67916
C 6.19869 0.80087 2.24449
C 5.72729 1.54805 1.00212
O 6.37577 2.31385 0.31039
N 4.40166 1.18613 0.74796
H 4.63891 0.25693 3.67054
H 5.22446 -1.11307 2.67669
H 6.49809 1.52939 3.00852
H 7.07145 0.18469 1.99074
```

The following is a DFT calculation (ωB97M-V/def2-TZVPD) of C34H45BHfN15S2 as an isolated structure at a distorted geometry.

As for the net charge: +3. For the LUMO energy, the calculation gives -7.979 eV. As for the largest force on an atom: 1.393 eV/A. The energy above the lowest of the compared OMol25 structures with the same formula, charge and spin is 189.6 kJ/mol. The value obtained for the HOMO energy is -14.16 eV.

Structure (XYZ):
```
98
C34H45BHfN15S2 | OMol25 | ωB97M-V/def2-TZVPD
Hf 0.36756 -0.68068 0.28777
C 2.39266 -2.86245 1.74698
N 1.47902 -2.89378 0.57770
C 2.20009 -3.27366 -0.66911
C 2.20442 -2.15463 -1.65918
N 1.89505 -0.89891 -1.36516
C 2.13755 -0.16840 -2.55091
C 2.08945 1.19910 -2.79263
C 2.43376 1.62422 -4.05662
C 2.80981 0.71705 -5.06171
C 2.88362 -0.64007 -4.82480
C 2.55274 -1.04875 -3.53963
N 2.56583 -2.30962 -2.93395
C 2.91962 -1.47797 1.91462
N 2.27660 -0.42071 1.45646
C 3.03130 0.69461 1.86840
C 2.82751 2.05927 1.68201
C 3.76188 2.91497 2.22463
C 4.87356 2.43798 2.94213
C 5.08148 1.08924 3.13904
C 4.13305 0.23879 2.58245
N 4.02131 -1.15243 2.59841
H 3.20292 -3.58691 1.64419
H 1.83538 -3.14491 2.64280
H 0.76528 -3.59297 0.75654
H 1.74528 -4.16452 -1.10474
H 3.23388 -3.53874 -0.43647
H 1.80744 1.90589 -2.02629
H 2.41913 2.68103 -4.28368
H 3.06697 1.09496 -6.04153
H 3.20161 -1.33608 -5.58848
H 2.87037 -3.17080 -3.36275
H 1.96034 2.44634 1.16524
H 3.63683 3.98228 2.10592
H 5.57929 3.14675 3.35233
H 5.93502 0.72077 3.69114
H 4.66936 -1.79905 3.02124
C -2.19015 -2.96757 -2.58266
C -0.94089 -2.79794 -2.02742
N -0.96771 -1.86384 -1.05845
N -2.25863 -1.41241 -1.01067
C -2.99399 -2.05874 -1.91035
B -2.72823 -0.45073 0.10389
N -2.04016 0.94179 -0.06458
C -2.64389 2.09861 -0.30612
C -1.68957 3.08720 -0.52642
C -0.48648 2.43425 -0.42816
N -0.67905 1.12819 -0.14314
N -2.32602 -1.16275 1.43801
C -3.14755 -1.59276 2.40110
C -2.43426 -2.38064 3.28780
C -1.14446 -2.38721 2.78172
N -1.07736 -1.66336 1.66052
H -2.47849 -3.64474 -3.36651
H -0.02450 -3.29524 -2.29443
H -4.04013 -1.82672 -2.02437
H -3.90704 -0.30007 0.07457
H -3.72066 2.15476 -0.30189
H -1.85939 4.12751 -0.73960
H 0.50915 2.83314 -0.52874
H -4.19290 -1.33000 2.37983
H -2.80814 -2.89428 4.15584
H -0.26900 -2.87065 3.18537
C -0.64538 -1.25010 6.06890
N -0.02419 -0.33352 5.11704
C 1.38556 -0.57792 4.88093
C -0.72407 0.56317 4.38744
S -0.19649 1.06469 2.83150
N -1.81961 1.10703 4.92054
C -2.78827 1.84536 4.11127
C -1.97146 1.33299 6.36456
H -0.27229 -2.25624 5.86466
H -1.72331 -1.25011 5.93947
H -0.40402 -1.00752 7.10414
H 1.88629 -0.70363 5.84168
H 1.83086 0.25813 4.34967
H 1.53168 -1.49868 4.30192
H -2.90542 1.37142 3.14145
H -2.46274 2.87632 3.96462
H -3.73788 1.84096 4.64295
H -1.01636 1.22178 6.86899
H -2.70852 0.66258 6.80494
H -2.30818 2.35891 6.50350
S -1.21791 0.52932 -3.53686
C -1.85850 1.13839 -5.00111
N -2.36820 2.37059 -5.07615
C -2.96332 2.96207 -6.27577
C -2.34613 2.32519 -7.50748
C -2.43551 0.81461 -7.39000
N -1.85288 0.40012 -6.11393
H -2.37003 2.88307 -4.21195
H -2.77129 4.03330 -6.25114
H -4.04588 2.81383 -6.26453
H -1.30113 2.62732 -7.59648
H -2.86841 2.66107 -8.40147
H -1.88149 0.32381 -8.18795
H -3.47507 0.48217 -7.44960
H -1.49789 -0.53347 -6.00319
```

The following is a DFT calculation (ωB97M-V/def2-TZVPD) of C14H11Cl2N6OP as an isolated structure at a distorted geometry.

For the LUMO energy, the calculation gives -0.081 eV. As for the largest force on an atom: 8.867 eV/A. The value obtained for the HOMO energy is -9.16 eV.

Structure (XYZ):
```
35
C14H11Cl2N6OP | OMol25 | ωB97M-V/def2-TZVPD
O 1.13938 -0.65216 0.82935
Cl -2.61306 -2.60491 -3.91204
Cl -1.79714 0.19562 4.88071
N 1.67085 -1.89680 -2.61723
N -1.43785 -2.10985 0.99938
N -0.62720 -1.48742 -2.46213
N -1.56677 -0.04329 2.22600
C 0.70307 -1.20645 -2.13188
C -1.52075 -0.77789 1.06923
C 1.38970 -2.89407 -3.38885
C -1.69594 -2.75081 2.16022
C -0.99625 -2.55159 -3.27693
C -1.73784 -0.70675 3.33050
C 0.10735 -3.22679 -3.77303
C -1.97359 -2.09171 3.36475
C 1.37172 4.64938 1.13468
C 0.63426 4.36601 -0.08415
C 1.79699 3.64837 1.85921
C 0.20383 3.10500 -0.44937
C 1.43358 2.29334 1.49375
C 0.56197 2.06643 0.37736
N 1.12401 -0.11871 -1.44838
N -1.32236 -0.15945 -0.01325
P 0.28525 0.21581 -0.08361
H 2.20177 -3.31141 -4.01396
H -1.73540 -3.76571 1.99538
H 0.04521 -3.86022 -4.58946
H -2.32278 -2.56912 4.32649
H 1.68586 5.74267 1.21265
H 0.45080 5.18907 -0.63575
H 2.40835 3.83889 2.76924
H -0.25883 2.99675 -1.43543
H 1.86139 1.58607 2.19962
H 2.03176 -0.36474 -1.14235
H -1.50134 -0.74355 -0.77069
```

The following is a DFT calculation (ωB97M-V/def2-TZVPD) of a 2-piece molecular cluster, H3OP overall at a distorted geometry.

For the LUMO energy (spin up / spin down), the calculation gives -0.390 / -1.781 eV. As for the largest force on an atom: 2.119 eV/A. The energy above the lowest of the compared OMol25 structures with the same formula, charge and spin is 364.9 kJ/mol. The value obtained for the HOMO energy (spin up / spin down) is -9.24 / -8.81 eV.

Structure (XYZ):
```
5
H3OP | OMol25 | ωB97M-V/def2-TZVPD
O 0.93729 0.12582 0.13627
P -0.62869 0.01001 -0.09220
H 1.88817 -0.27984 -1.28172
H -1.00424 -1.04723 0.67275
H -1.19254 1.19124 0.56489
```

The following is a DFT calculation (ωB97M-V/def2-TZVPD) of one molecule with the formula C10H10F3NO2 at a distorted geometry.

For the LUMO energy, the calculation gives 0.618 eV. As for the largest force on an atom: 5.445 eV/A. The energy above the lowest of the compared OMol25 structures with the same formula, charge and spin is 0.0 kJ/mol. The value obtained for the HOMO energy is -9.62 eV.

Structure (XYZ):
```
26
C10H10F3NO2 | OMol25 | ωB97M-V/def2-TZVPD
C 2.70032 0.31262 -1.30405
O 1.34624 0.73400 -1.07611
C 0.47259 -0.13707 -0.43733
C -0.95575 0.15739 -0.85122
C -1.85906 -0.86596 -1.00597
C -3.19644 -0.55108 -1.24798
C -3.61725 0.74913 -1.41577
C -2.68326 1.76808 -1.27032
C -1.33409 1.46782 -1.04248
H 3.28893 1.22746 -1.06435
H 2.97164 -0.52492 -0.62118
H 2.87531 0.02095 -2.36633
H 0.73279 -1.19270 -0.54478
H -1.48498 -1.88712 -0.89923
H -3.91267 -1.35030 -1.29926
H -4.68713 0.99643 -1.51391
H -2.99263 2.81144 -1.32358
H -0.56358 2.29831 -1.01854
H 0.70240 0.99002 1.37454
N 0.56168 -0.01812 1.18273
C 1.46033 -0.80742 1.84500
C 1.88122 -1.06316 3.35419
F 3.18697 -0.64828 3.45849
F 1.16332 -0.40967 4.33767
F 1.94072 -2.40719 3.63596
O 2.00237 -1.67068 1.11382
```